# 1
# C4H18NO4

A 4-piece molecular cluster, C4H18NO4 overall in a non-equilibrium geometry (the ωB97M-V functional and the def2-TZVPD basis, OMol25).

XYZ file:
```
27
Properties=species:S:1:pos:R:3:forces:R:3
C -1.709 1.182 1.716 0.2 0.7 -0.1
C -0.905 0.598 0.550 -0.5 0.3 0.1
C -1.082 -0.909 0.442 0.2 -0.5 0.0
C -0.796 -1.511 -0.918 0.3 0.0 0.3
O 0.453 -1.005 -1.403 -0.4 -0.4 0.0
N 0.555 0.896 0.752 0.4 -2.0 0.0
H -2.100 2.157 1.424 0.1 0.1 0.2
H -1.085 1.320 2.601 0.0 0.0 0.0
H -2.572 0.598 2.014 0.0 -0.3 -0.1
H -1.173 1.085 -0.383 -0.1 0.0 -0.1
H -0.473 -1.404 1.209 0.1 0.1 -0.1
H -2.097 -1.198 0.698 -0.2 0.2 0.0
H -0.747 -2.597 -0.843 0.0 -0.1 0.1
H -1.603 -1.289 -1.610 -0.1 0.3 -0.2
H 0.416 -1.195 -2.344 0.3 0.2 -0.2
H 1.188 0.662 -0.085 -0.6 0.7 0.5
H 0.836 1.778 1.170 -0.4 0.2 -0.2
H 0.868 0.137 1.381 0.3 0.6 0.1
H 3.374 0.330 -0.550 0.3 0.0 0.3
H 2.445 0.411 -1.717 -0.3 -0.1 -0.5
O 2.599 0.804 -0.860 0.5 0.1 -0.1
H 3.168 -1.462 1.855 0.5 -0.3 0.1
H 1.958 -1.365 2.782 -0.1 -0.5 1.1
O 2.291 -1.104 1.942 -0.4 0.7 -1.0
H -1.959 1.154 -2.943 -0.2 0.0 0.1
H -0.813 1.038 -3.903 0.1 0.0 0.1
O -1.036 0.890 -2.976 -0.1 0.1 -0.3
```
Forces are in eV/Å.

Its energy above the lowest of the compared OMol25 structures with the same formula, charge and spin is 0.00 kJ/mol. The calculation puts the gap between HOMO and LUMO at 11.1446 eV. Its HOMO energy is -13.81 eV. As for the charge: +1. For the calculated total energy, the calculation gives -518.69356 Eh. The maximum force is 2.06 eV/A.


# 2
# C5H22O10

A 8-piece molecular cluster, C5H22O10 overall in a non-equilibrium geometry (the ωB97M-V functional and the def2-TZVPD basis, OMol25).

XYZ file:
```
37
Properties=species:S:1:pos:R:3:forces:R:3
O 0.527 -1.905 2.185 -0.1 0.1 -0.5
C 0.950 -0.767 1.847 0.8 -0.3 0.3
O 1.792 -0.129 2.523 0.1 0.6 -0.3
C 0.494 -0.165 0.516 -1.3 0.5 0.1
C 1.255 -0.621 -0.719 0.1 -1.0 -1.3
C 0.452 -1.196 -1.906 -1.0 0.1 0.0
C -0.143 -0.090 -2.774 0.0 0.6 0.3
O -1.239 -0.525 -3.510 0.1 0.1 -0.5
H -0.587 -0.350 0.449 0.1 -0.5 -0.3
H 0.494 0.920 0.550 0.5 0.2 0.4
H 1.754 0.205 -1.226 0.6 0.2 0.6
H 1.983 -1.391 -0.454 0.2 0.2 0.2
H -0.416 -1.775 -1.617 -0.1 -0.3 0.6
H 1.033 -1.891 -2.519 0.3 0.2 0.0
H -0.486 0.734 -2.127 0.2 0.0 0.3
H 0.647 0.362 -3.400 0.1 -0.1 -0.2
H -3.049 2.484 -4.012 -0.5 0.0 0.0
H -2.049 3.625 -4.424 -0.1 0.2 -0.2
O -2.970 3.551 -4.149 0.6 -0.1 0.2
H 2.407 -4.769 2.908 -0.1 0.1 0.0
H 3.021 -3.394 2.809 -0.1 0.0 0.1
O 3.233 -4.301 3.067 0.0 0.0 0.0
H -2.136 5.756 -2.054 0.3 0.5 -0.1
H -1.624 4.592 -2.698 0.3 -0.1 -0.6
O -1.340 5.512 -2.548 -0.7 -0.4 0.6
H 0.514 1.141 5.653 0.1 0.0 0.0
H -0.284 -0.079 5.805 -0.2 -0.2 -0.1
O -0.380 0.871 5.913 0.1 0.1 0.1
H 2.910 -0.233 5.242 0.0 -0.2 -0.2
H 2.081 0.335 4.028 0.2 -0.5 0.3
O 2.322 0.478 4.991 -0.2 0.6 0.1
H -1.676 -3.074 0.673 0.0 0.0 -0.1
H -0.202 -2.767 0.986 -0.6 -0.7 0.0
O -0.799 -3.432 0.509 0.4 0.4 0.1
H -1.851 0.269 -3.709 -0.2 -0.8 -0.1
H -3.374 0.937 -2.932 -0.2 0.0 0.0
O -3.266 1.084 -3.877 0.5 0.2 0.2
```
Forces are in eV/Å.

Its energy above the lowest of the compared OMol25 structures with the same formula, charge and spin is 0.00 kJ/mol. The calculation puts the gap between HOMO and LUMO at 8.0318 eV. Its HOMO energy is -2.98 eV. As for the charge: -2. For the calculated total energy, the calculation gives -956.18099 Eh. The maximum force is 1.62 eV/A.


# 3
# C29H46CrP2Te

C29H46CrP2Te as an isolated structure in a non-equilibrium geometry (the ωB97M-V functional and the def2-TZVPD basis, OMol25).

XYZ file:
```
79
Properties=species:S:1:pos:R:3:forces:R:3
Cr -0.476 2.346 0.198 -1.9 -6.1 -1.7
C 0.091 -0.030 0.677 -1.1 0.9 0.7
C -0.016 0.935 1.750 -1.5 -0.5 0.0
C -2.152 0.539 0.843 0.9 0.6 0.8
C -1.210 -0.271 0.149 0.6 0.6 0.2
C -1.441 1.299 1.846 0.5 -1.3 -0.2
C 1.246 -0.904 0.403 0.7 -0.1 -0.5
H 2.097 -0.648 1.032 0.0 -0.1 0.0
H 1.567 -0.803 -0.642 0.0 -0.3 0.2
H 0.997 -1.959 0.584 0.0 0.3 0.0
C -1.533 -1.356 -0.810 0.0 -0.1 -0.4
H -0.844 -2.198 -0.713 0.0 0.1 0.1
H -1.464 -0.990 -1.838 0.0 -0.2 0.1
H -2.545 -1.747 -0.674 0.1 0.2 0.0
C -3.636 0.422 0.737 -0.3 0.3 -0.2
H -3.940 -0.561 0.348 0.2 0.4 0.1
H -4.009 1.184 0.035 -0.1 -0.2 0.2
H -4.138 0.577 1.705 0.3 0.0 -0.3
C -2.125 1.930 3.016 -0.2 0.4 0.1
H -2.899 1.268 3.427 0.3 0.1 0.0
H -2.641 2.858 2.738 0.0 -0.2 0.2
H -1.408 2.162 3.810 -0.2 0.0 -0.1
C 0.987 1.092 2.838 0.4 0.0 0.2
H 1.117 0.132 3.359 0.1 0.3 -0.1
H 0.681 1.828 3.587 0.0 0.0 -0.1
H 1.958 1.398 2.437 0.0 -0.1 0.2
C 4.090 -0.259 -2.772 0.7 -0.2 -0.8
C 5.361 -0.592 -2.525 -0.4 -0.4 -0.1
C 6.279 0.125 -1.598 0.8 0.8 0.2
C 6.356 1.680 -1.764 0.5 0.0 -0.1
C 5.724 2.431 -0.634 -0.5 0.7 -0.1
C 4.528 2.112 -0.135 0.9 0.5 0.3
C 3.602 1.078 -0.687 -0.7 0.1 0.6
C 3.414 0.949 -2.205 0.0 -0.3 0.0
H 7.309 -0.227 -1.765 -0.5 -0.2 0.2
H 5.914 1.977 -2.735 0.4 -0.1 0.4
H 6.012 -0.101 -0.555 0.3 0.0 -0.2
H 3.749 1.852 -2.729 0.0 -0.1 0.1
H 3.516 -0.818 -3.512 0.2 -0.1 0.2
H 5.827 -1.476 -2.959 -0.5 0.1 -0.2
H 2.334 0.857 -2.415 0.3 0.0 0.1
H 3.788 0.089 -0.234 -0.1 0.3 -0.2
H 4.186 2.637 0.768 0.2 -0.4 -0.5
H 2.626 1.403 -0.316 -0.2 -0.3 0.3
H 7.421 1.988 -1.755 -0.6 -0.3 -0.4
H 6.261 3.331 -0.282 -0.3 -0.7 0.1
P 1.068 3.754 -0.582 2.5 3.1 -0.7
C 1.996 3.898 -2.142 0.3 -0.1 -0.8
C 2.318 4.629 0.458 0.6 0.1 0.3
P -1.202 4.323 0.621 -0.6 3.2 0.9
C -0.060 5.254 -0.459 0.0 -0.2 -0.2
C -0.499 4.700 2.275 -0.3 0.3 0.4
C -2.770 5.190 0.533 -0.5 0.0 0.5
H 1.573 4.688 -2.777 -0.1 -0.3 0.2
H 2.041 2.970 -2.716 -0.3 0.3 0.1
H 3.032 4.184 -1.916 -0.3 -0.1 0.0
H 2.527 5.540 -0.114 0.0 -0.1 0.1
H 3.277 4.127 0.567 -0.3 -0.1 0.0
H 1.959 4.945 1.437 0.0 -0.2 -0.1
H -2.578 6.245 0.286 -0.1 -0.3 0.1
H -3.245 5.113 1.522 -0.1 0.1 -0.3
H -3.409 4.723 -0.222 0.1 0.2 0.1
H -0.457 5.667 -1.400 -0.1 -0.6 0.3
H 0.413 6.080 0.105 -0.2 -0.4 -0.4
H -1.230 4.377 3.023 0.2 0.2 -0.1
H -0.333 5.783 2.372 0.0 -0.3 0.1
H 0.436 4.161 2.486 -0.4 0.1 -0.2
Te -2.083 2.477 -2.180 -0.2 0.0 0.0
C -2.936 0.662 -3.020 0.1 -0.4 -0.1
C -4.182 0.065 -2.709 0.7 0.1 -0.3
C -4.533 -1.166 -3.301 0.1 0.5 0.2
C -3.688 -1.768 -4.234 0.4 0.1 0.0
C -2.485 -1.143 -4.605 -0.4 0.4 0.4
C -2.113 0.064 -3.991 -0.3 -0.3 0.0
H -4.861 0.562 -2.018 0.1 -0.2 -0.1
H -5.475 -1.653 -3.018 0.4 0.3 -0.2
H -3.946 -2.735 -4.671 0.0 0.4 0.1
H -1.834 -1.587 -5.357 -0.2 0.1 0.2
H -1.174 0.559 -4.242 -0.2 -0.3 0.0
```
Forces are in eV/Å.

Its energy above the lowest of the compared OMol25 structures with the same formula, charge and spin is 0.00 kJ/mol. The calculation puts the gap between HOMO and LUMO (spin up / spin down) at 6.2125 / 7.1767 eV. The spin multiplicity is 4. Its HOMO energy (spin up / spin down) is -10.17 / -10.42 eV. The expectation value of S² is 4.08. As for the charge: +1. For the calculated total energy, the calculation gives -3127.49538 Eh. The maximum force is 6.61 eV/A.


# 4
# C24H36N2PdSi

C24H36N2PdSi as an isolated structure in a non-equilibrium geometry (the ωB97M-V functional and the def2-TZVPD basis, OMol25).

XYZ file:
```
64
Properties=species:S:1:pos:R:3:forces:R:3
C 1.704 -1.811 2.455 0.9 -1.6 1.5
C 1.672 -2.170 1.076 0.3 -1.5 -0.9
C 2.580 -1.333 0.361 1.7 -1.1 -0.2
H 1.024 -2.905 0.610 0.2 0.0 0.2
C 3.201 -0.472 1.320 1.8 -0.8 0.0
C 2.667 -0.769 2.612 1.4 -0.4 0.5
H 2.952 -0.276 3.532 -0.1 -0.1 -0.1
H 1.164 -2.304 3.265 0.1 0.3 -0.4
H 2.740 -1.315 -0.714 0.0 -0.1 0.3
H 3.904 0.318 1.087 0.0 -0.2 0.1
Pd 1.136 -0.198 1.327 -5.2 4.3 -0.5
C 1.541 1.537 0.057 0.8 1.5 -0.8
H 2.304 2.156 0.537 -0.1 -0.3 0.2
H 0.598 2.065 -0.092 0.2 -0.2 0.3
H 1.943 1.016 -0.832 -0.3 0.1 0.7
Si -0.099 0.503 -2.145 -1.2 0.4 -2.1
C -1.326 -0.235 -3.368 0.0 -0.4 0.1
C -0.933 -1.513 -3.808 -0.5 -0.1 -0.2
H 0.022 -1.927 -3.477 -0.3 -0.1 0.0
C -1.730 -2.261 -4.679 0.1 0.1 0.0
H -1.405 -3.258 -4.973 -0.1 0.2 0.0
C -2.928 -1.732 -5.166 0.3 0.2 0.4
H -3.580 -2.346 -5.792 0.3 0.3 0.1
C -3.272 -0.418 -4.826 0.0 0.1 0.1
H -4.170 0.020 -5.274 0.3 -0.1 0.3
C -2.488 0.330 -3.926 0.0 -0.5 -0.2
H -2.781 1.354 -3.686 0.0 -0.3 0.0
C 1.155 1.383 -3.241 0.4 0.5 0.1
C 1.257 0.958 -4.579 0.4 -0.1 0.1
H 0.499 0.304 -5.002 0.2 0.1 0.1
C 2.361 1.300 -5.366 0.0 0.1 0.2
H 2.419 0.930 -6.387 0.0 0.1 0.2
C 3.403 2.062 -4.830 -0.2 0.0 0.3
H 4.314 2.246 -5.400 -0.3 0.0 0.1
C 3.271 2.583 -3.538 -0.1 0.1 0.0
H 4.082 3.178 -3.094 -0.5 -0.1 -0.3
C 2.115 2.322 -2.793 0.6 -0.6 -0.2
H 2.029 2.785 -1.808 0.0 0.0 -0.3
H 0.516 -0.711 -1.523 0.0 0.3 0.4
H -0.779 1.408 -1.166 0.0 -0.4 -0.1
C -1.980 -1.172 1.119 0.8 -1.3 -0.1
N -2.160 -0.545 2.407 -2.0 1.6 -1.3
C -3.493 -0.762 2.958 -0.2 -0.7 0.8
C -1.734 0.841 2.517 0.8 -0.1 0.1
C -1.147 1.138 3.906 0.8 -0.5 1.3
N -0.123 0.175 4.344 -0.6 0.0 -0.1
C 0.852 0.749 5.268 0.1 0.4 0.1
C -0.663 -1.076 4.874 0.1 0.4 0.1
H -2.419 -2.177 1.143 0.1 0.3 -0.1
H -0.900 -1.279 0.888 -0.5 0.2 0.0
H -2.445 -0.592 0.309 0.0 0.1 0.2
H -3.779 -1.813 2.836 0.1 0.3 0.1
H -3.515 -0.508 4.024 0.0 0.0 -0.2
H -4.237 -0.129 2.446 0.3 -0.1 0.0
H -0.992 1.078 1.724 -0.5 -0.2 0.4
H -2.611 1.505 2.426 0.2 -0.3 -0.2
H -0.661 2.121 3.873 -0.4 -0.1 0.0
H -1.977 1.159 4.644 0.3 0.2 -0.3
H 0.368 1.076 6.212 0.3 -0.2 -0.3
H 1.635 0.008 5.499 -0.4 0.3 0.0
H 1.310 1.625 4.788 0.0 -0.2 0.3
H -1.396 -0.912 5.689 0.1 0.0 -0.3
H -1.170 -1.622 4.071 0.0 -0.2 0.0
H 0.152 -1.691 5.280 -0.3 0.2 -0.2
```
Forces are in eV/Å.

Its energy above the lowest of the compared OMol25 structures with the same formula, charge and spin is 158.39 kJ/mol. The calculation puts the gap between HOMO and LUMO (spin up / spin down) at 8.6496 / 3.6251 eV. The spin multiplicity is 5. Its HOMO energy (spin up / spin down) is -13.54 / -13.53 eV. The expectation value of S² is 6.01. As for the charge: +2. For the calculated total energy, the calculation gives -1462.10986 Eh. The maximum force is 6.75 eV/A.